{"formula": "C12H18N2O3S", "method": "wB97M-V/def2-TZVPD", "e_tot_ha": -1201.214141, "lumo_ev": 0.39, "homo_lumo_gap_ha": 0.3263, "symbols": ["S", "O", "O", "O", "N", "N", "C", "C", "C", "C", "C", "C", "C", "C", "C", "C", "C", "C", "H", "H", "H", "H", "H", "H", "H", "H", "H", "H", "H", "H", "H", "H", "H", "H", "H", "H"], "positions_angstrom": [[-2.2278, 2.0906, 0.6137], [4.0439, 0.5724, 1.4228], [2.5224, 1.5540, -1.1457], [5.0860, 0.1638, -0.6963], [0.3767, 1.9117, -0.2716], [-0.7159, 0.0693, 0.6928], [-3.2363, 1.0135, 1.2139], [1.5362, 0.0230, 0.0728], [6.0239, 1.0089, -0.2908], [-3.3741, -0.4961, -0.7726], [-4.4642, -1.1919, -1.6048], [1.4760, 1.2661, -0.5810], [-4.0840, 0.4924, 0.2181], [-0.7161, 1.2628, 0.1889], [0.5007, -2.0238, 1.2586], [4.0667, -0.1322, 0.3510], [2.8274, -0.9371, 0.0253], [0.5247, -0.7227, 0.6623], [1.1796, -1.9813, 2.0425], [6.7933, 0.8627, -1.1138], [6.4213, 0.8159, 0.5015], [0.2809, 2.7612, -0.7754], [-5.2201, -1.8928, -1.1118], [-3.9463, -1.6107, -2.3719], [-0.6580, -2.2479, 1.7808], [2.8669, -1.7344, 0.7156], [-2.8806, 0.0982, -1.4956], [-5.1356, -0.5939, -2.2582], [-2.8935, -1.1852, -0.2174], [5.5726, 2.0820, -0.3476], [-4.9478, -0.0892, 0.7614], [-2.6316, 0.1298, 1.5747], [-4.7689, 1.1398, -0.2092], [3.0511, -1.0328, -1.3811], [0.6421, -2.9890, 0.5156], [-3.8914, 1.5430, 2.0327]], "forces_ev_per_a": [[4.823, 6.881, -3.021], [1.076, -3.333, -4.219], [-0.875, 2.207, -1.178], [-5.914, -4.743, 2.226], [-2.102, 2.342, -1.325], [1.970, -1.738, -0.618], [-2.141, -3.068, 5.462], [1.194, -7.780, 2.694], [-1.821, 5.825, -10.165], [-5.630, 2.981, -0.739], [-2.483, 0.449, 0.960], [4.217, -3.119, 1.022], [-3.533, -5.160, -0.602], [-1.506, -2.173, 2.962], [-4.530, -4.087, -0.552], [0.767, 5.632, 2.116], [1.473, 3.895, -6.226], [-2.166, 6.384, -2.572], [1.383, -0.757, 1.530], [-0.453, 0.836, 0.987], [4.299, -2.038, 9.491], [-0.502, 1.207, -0.148], [1.561, 0.644, -0.283], [1.417, -2.484, -2.054], [3.474, 0.878, -1.564], [-0.620, -1.324, -0.020], [1.519, 0.283, -0.380], [0.338, 0.794, 0.973], [2.297, -2.096, 1.400], [1.195, -1.472, 0.378], [1.658, 0.101, -0.565], [-0.632, 1.078, 0.576], [-0.525, 2.057, -1.683], [-0.831, -0.756, 4.399], [0.028, 2.676, 1.827], [1.574, -1.022, -1.089]]}